(1)
Formula: C27H75N6O8
Source: the Open Molecules 2025 dataset
Level of theory: the ωB97M-V functional and the def2-TZVPD basis

Each line ends with the Löwdin charge.
Element x y z (Å)
C 0.66 1.61 -0.90  -0.396
O 0.01 0.95 0.16  -0.390
H 0.49 2.66 -0.65  0.022
H 1.75 1.59 -0.94  0.014
H 0.34 1.38 -1.92  0.019
C 4.92 1.21 -2.81  -0.073
C 4.62 1.52 -4.28  -0.389
C 4.93 0.38 -5.30  -0.181
O 6.34 0.09 -5.33  -0.206
C 6.65 -1.02 -6.17  -0.116
N 3.18 1.90 -4.33  0.034
H 4.76 2.06 -2.15  0.070
H 5.93 0.86 -2.59  0.070
H 4.24 0.43 -2.47  0.062
H 5.19 2.41 -4.55  0.131
H 4.62 0.66 -6.31  0.113
H 4.41 -0.55 -5.06  0.117
H 6.14 -0.95 -7.13  0.077
H 6.34 -1.93 -5.66  0.083
H 7.70 -1.09 -6.45  0.080
H 2.57 1.45 -3.67  0.050
H 3.20 2.86 -4.00  0.062
C -1.52 2.95 4.13  -0.045
C -2.05 1.47 4.25  -0.395
C -3.53 1.25 4.68  -0.189
O -3.76 -0.19 4.71  -0.187
C -4.91 -0.47 5.53  -0.120
N -1.88 0.71 3.02  0.073
H -0.52 2.99 3.68  0.053
H -1.09 3.24 5.09  0.054
H -2.32 3.63 3.83  0.067
H -1.50 0.95 5.03  0.117
H -4.22 1.80 4.04  0.108
H -3.69 1.66 5.68  0.105
H -4.97 -1.51 5.86  0.077
H -5.90 -0.24 5.13  0.078
H -4.89 0.06 6.48  0.070
H -2.75 0.20 3.02  0.025
H -2.01 1.43 2.32  0.008
C 2.42 -2.75 -2.06  -0.078
C 1.64 -2.54 -0.73  -0.406
C 1.55 -3.77 0.16  -0.229
O 0.79 -3.55 1.30  -0.163
C 0.52 -4.72 2.00  -0.133
N 2.32 -1.45 -0.04  0.073
H 2.41 -1.77 -2.54  0.055
H 1.89 -3.51 -2.63  0.064
H 3.45 -3.09 -2.08  0.067
H 0.66 -2.22 -1.07  0.120
H 2.57 -4.14 0.33  0.124
H 1.06 -4.51 -0.47  0.121
H -0.35 -5.27 1.63  0.075
H 0.35 -4.53 3.06  0.092
H 1.33 -5.44 1.87  0.076
H 2.32 -0.62 -0.62  0.043
H 3.30 -1.70 -0.02  0.052
C -4.77 2.95 0.83  -0.039
C -3.43 2.60 0.07  -0.358
C -3.11 3.53 -1.14  -0.165
O -4.15 3.62 -2.14  -0.206
C -4.60 2.39 -2.73  -0.113
N -2.22 2.69 0.94  0.041
H -5.65 2.38 0.52  0.062
H -5.02 3.99 0.60  0.063
H -4.61 2.89 1.90  0.047
H -3.56 1.55 -0.20  0.104
H -2.28 3.14 -1.73  0.113
H -2.84 4.58 -0.99  0.124
H -3.90 1.93 -3.43  0.065
H -5.39 2.65 -3.44  0.078
H -4.97 1.57 -2.11  0.082
H -1.61 2.07 0.42  0.023
H -1.84 3.60 0.72  0.066
C 5.98 1.29 2.40  -0.080
C 4.50 1.29 2.63  -0.427
C 3.75 2.42 1.87  -0.158
O 2.30 2.29 2.17  -0.180
C 1.63 3.54 1.91  -0.116
N 3.87 -0.05 2.39  0.051
H 6.26 0.26 2.19  0.070
H 6.45 1.70 3.29  0.073
H 6.22 1.88 1.52  0.069
H 4.35 1.41 3.70  0.126
H 3.85 2.32 0.79  0.110
H 4.22 3.36 2.15  0.111
H 2.11 4.34 2.48  0.072
H 0.54 3.55 1.93  0.066
H 1.92 3.77 0.89  0.064
H 4.20 -0.31 1.47  0.035
H 4.36 -0.81 2.82  0.058
C -3.88 -1.69 -0.01  -0.037
C -2.86 -2.16 1.06  -0.406
C -3.16 -3.51 1.68  -0.219
O -3.46 -4.51 0.76  -0.188
C -4.03 -5.70 1.30  -0.108
N -1.52 -2.10 0.55  0.090
H -3.63 -0.68 -0.31  0.053
H -4.87 -1.73 0.44  0.070
H -3.94 -2.30 -0.91  0.072
H -2.90 -1.49 1.92  0.109
H -4.01 -3.36 2.35  0.119
H -2.30 -3.84 2.27  0.116
H -5.08 -5.56 1.55  0.080
H -3.42 -6.18 2.06  0.083
H -4.09 -6.37 0.44  0.079
H -1.58 -1.51 -0.27  0.023
H -1.20 -2.91 0.04  0.066
C -0.51 -0.94 -3.82  -0.066
C -1.79 -0.52 -2.98  -0.229
O -2.82 -1.39 -3.48  -0.129
H -0.15 -1.96 -3.95  0.062
H 0.39 -0.61 -3.29  0.032
H -0.56 -0.51 -4.82  0.063
H -2.14 0.52 -2.97  0.090
H -1.75 -0.88 -1.95  0.072
H -3.00 -1.34 -4.43  0.065

Results
HOMO	-2.813	eV
orbital gap	5.314	eV
E_LUMO	0.0919	hartree
energy relative to the best compared isomer or geometry (same formula, charge and spin)	102.6	kcal/mol
total charge	-1

***

(2)
Formula: C2H8BN
Source: the Open Molecules 2025 dataset
Level of theory: the ωB97M-V functional and the def2-TZVPD basis

Each line ends with the natural charge from an NBO analysis.
Element x y z (Å)
B 0.67 1.82 0.14  0.521
N 0.07 0.14 -0.04  -0.628
C -1.32 -0.09 -0.28  -0.400
C 0.87 -1.01 0.23  -0.400
H -0.12 2.65 -0.02  -0.101
H 1.80 1.89 0.39  -0.102
H -1.47 -0.70 -1.18  0.176
H -1.77 -0.64 0.57  0.173
H -1.85 0.85 -0.40  0.204
H 0.74 -1.75 -0.58  0.178
H 1.92 -0.75 0.30  0.205
H 0.56 -1.50 1.17  0.173

Results
HOMO	-8.394	eV
SMILES	BN(C)C
orbital gap	9.042	eV
E_LUMO	0.0238	hartree
energy relative to the best compared isomer or geometry (same formula, charge and spin)	58.6	kcal/mol

***

(3)
Formula: C4H14NO
Source: the Open Molecules 2025 dataset
Level of theory: the ωB97M-V functional and the def2-TZVPD basis

Each line ends with the natural charge from an NBO analysis.
Element x y z (Å)
C -1.59 -0.32 -0.29  -0.213
C -0.61 0.36 -1.22  -0.463
C 0.06 1.73 -0.87  -0.400
C 1.35 1.56 -0.11  -0.656
N -0.94 -1.50 0.42  -0.710
H -2.04 0.25 0.57  0.225
H -2.41 -0.59 -0.84  0.225
H 0.12 -0.35 -1.65  0.221
H -1.09 0.59 -2.17  0.248
H 0.19 2.33 -1.85  0.233
H -0.65 2.43 -0.35  0.220
H 1.59 0.76 0.49  0.212
H 1.63 2.52 0.36  0.231
H 2.18 1.27 -0.70  0.225
H -0.32 -1.09 1.09  0.459
H -0.31 -2.15 -0.18  0.467
H -1.89 -1.92 0.78  0.465
H 2.27 -1.98 2.09  0.485
H 1.02 -1.97 2.64  0.471
O 1.43 -1.92 1.80  -0.947

Results
HOMO	-14.544	eV
orbital gap	11.022	eV
E_LUMO	-0.1294	hartree
energy relative to the best compared isomer or geometry (same formula, charge and spin)	54.7	kcal/mol
total charge	+1

***

(4)
Formula: C18H11CoN6O2S3
Source: the Open Molecules 2025 dataset
Level of theory: the ωB97M-V functional and the def2-TZVPD basis

Each line ends with the Mulliken spin population.
Element x y z (Å)
Co 1.82 -0.15 -1.80  2.779
N -5.82 -2.32 -1.76  0.001
C -4.44 -2.28 -1.69  0.003
C -3.73 -3.32 -1.09  -0.001
C -2.35 -3.30 -1.05  0.002
C -1.67 -2.23 -1.62  0.003
C -2.36 -1.19 -2.22  -0.001
C -3.74 -1.21 -2.26  -0.002
S 0.06 -2.16 -1.51  -0.003
O 0.54 -1.49 -2.75  0.044
O 0.58 -3.47 -1.24  0.001
N 0.52 -1.02 -0.47  0.060
C 0.53 -1.29 0.89  -0.003
N 1.32 -0.50 1.62  0.021
C 1.32 -0.72 2.93  -0.002
C 0.56 -1.71 3.52  0.006
C -0.23 -2.46 2.67  -0.001
N -0.26 -2.26 1.36  0.006
H -6.30 -2.95 -1.14  0.000
H -6.30 -1.46 -1.94  0.000
H -4.27 -4.15 -0.65  0.000
H -1.79 -4.09 -0.58  0.000
H -1.82 -0.37 -2.67  0.002
H -4.28 -0.41 -2.74  0.000
H 1.97 -0.08 3.53  0.001
H 0.57 -1.88 4.59  0.001
H -0.87 -3.25 3.05  0.000
S 3.59 0.31 -0.22  0.673
C 3.18 1.96 -0.09  0.018
C 3.58 2.63 1.08  0.070
C 3.27 3.95 1.29  -0.016
C 3.66 4.60 2.51  0.009
N 3.97 5.09 3.50  -0.009
C 2.57 4.66 0.28  0.075
C 2.19 4.03 -0.88  -0.028
C 2.47 2.67 -1.11  0.061
S 1.98 1.96 -2.61  0.216
C 2.24 6.04 0.47  -0.009
N 1.96 7.15 0.61  0.037
H 4.12 2.09 1.84  -0.006
H 1.65 4.59 -1.64  -0.005

Results
multiplicity	5
HOMO (alpha / beta)	-8.599 / -8.667	eV
orbital gap (alpha / beta)	8.004 / 5.485	eV
E_LUMO (alpha / beta)	-0.0219 / -0.1169	hartree
energy relative to the best compared isomer or geometry (same formula, charge and spin)	4.3	kcal/mol

***

(5)
Formula: C40H45N4O4RbSSb2
Source: the Open Molecules 2025 dataset
Level of theory: the ωB97M-V functional and the def2-TZVPD basis

Each line ends with the Löwdin charge.
Element x y z (Å)
Rb 0.59 -0.52 -0.97  0.768
O 3.11 -1.96 -1.18  -0.279
C 3.58 -2.25 -2.33  -0.412
C 4.98 -2.36 -2.60  -0.031
C 5.46 -2.65 -3.86  -0.134
C 4.59 -2.87 -4.94  -0.145
C 3.23 -2.77 -4.71  -0.090
C 2.71 -2.46 -3.46  -0.156
C 1.26 -2.42 -3.19  -0.219
N 0.29 -1.89 -3.82  0.035
C 0.44 -1.08 -5.02  -0.221
C 1.45 0.08 -5.02  -0.221
N 1.55 0.95 -3.85  0.043
C 0.58 1.54 -3.27  -0.207
C -0.87 1.63 -3.48  -0.142
C -1.47 1.54 -4.74  -0.084
C -2.83 1.69 -4.92  -0.135
C -3.63 1.94 -3.80  -0.125
C -3.07 2.07 -2.55  -0.030
C -1.67 1.93 -2.32  -0.412
O -1.17 2.07 -1.15  -0.251
H 5.66 -2.19 -1.78  0.085
H 6.53 -2.72 -4.02  0.083
H 4.97 -3.11 -5.93  0.072
H 2.54 -2.94 -5.53  0.100
H 0.97 -2.95 -2.28  0.098
H -0.56 -0.70 -5.23  0.074
H 0.70 -1.72 -5.88  0.099
H 1.25 0.68 -5.91  0.103
H 2.45 -0.34 -5.15  0.082
H 0.90 2.12 -2.39  0.083
H -0.84 1.38 -5.60  0.093
H -3.27 1.62 -5.91  0.076
H -4.70 2.05 -3.92  0.086
H -3.69 2.28 -1.68  0.092
C 5.33 -1.25 1.15  -0.335
Sb 3.28 -0.57 1.26  1.368
C 2.72 -2.35 2.31  -0.296
C 3.78 0.52 3.13  -0.338
C 2.62 0.91 3.99  -0.278
C 2.25 0.08 5.06  -0.065
C 1.19 0.37 5.89  -0.111
C 0.46 1.53 5.68  -0.110
C 0.80 2.36 4.63  -0.078
C 1.85 2.07 3.75  -0.283
C 2.10 2.97 2.58  -0.321
Sb 0.80 2.47 0.84  1.376
C 1.17 4.41 -0.06  -0.336
C -0.95 3.21 1.86  -0.305
H 5.69 -1.55 2.13  -0.011
H 5.98 -0.46 0.74  -0.006
H 5.35 -2.10 0.47  -0.022
H 3.42 -2.53 3.12  -0.002
H 2.75 -3.19 1.60  0.008
H 1.71 -2.26 2.71  -0.022
H 4.36 1.38 2.82  0.041
H 4.44 -0.16 3.68  0.042
H 2.83 -0.83 5.22  0.102
H 0.93 -0.31 6.69  0.087
H -0.38 1.78 6.32  0.087
H 0.23 3.27 4.45  0.095
H 3.12 2.93 2.22  0.036
H 1.85 4.01 2.82  0.047
H 1.05 5.21 0.67  -0.012
H 0.44 4.53 -0.86  -0.008
H 2.17 4.45 -0.49  -0.009
H -0.70 4.15 2.35  -0.001
H -1.29 2.48 2.60  -0.004
H -1.72 3.36 1.10  -0.003
C -6.00 1.90 3.19  -0.065
C -4.76 1.10 2.87  -0.280
C -4.27 0.15 3.76  -0.050
C -3.13 -0.58 3.47  -0.055
C -2.46 -0.34 2.28  -0.269
C -2.92 0.61 1.38  -0.050
C -4.07 1.32 1.68  -0.035
S -1.01 -1.28 1.85  0.513
O -0.90 -2.35 2.83  -0.327
O 0.10 -0.33 1.83  -0.519
N -1.23 -1.74 0.37  -0.284
C -2.34 -2.42 -0.07  -0.399
C -3.30 -3.04 0.77  -0.027
C -4.38 -3.68 0.19  -0.104
C -4.51 -3.71 -1.19  -0.116
C -3.52 -3.08 -1.93  -0.168
N -2.47 -2.45 -1.40  0.122
H -6.50 1.51 4.08  0.064
H -6.70 1.88 2.36  0.073
H -5.74 2.95 3.39  0.076
H -4.80 -0.03 4.69  0.100
H -2.74 -1.33 4.15  0.109
H -2.38 0.80 0.45  0.103
H -4.43 2.06 0.98  0.113
H -3.16 -3.04 1.84  0.091
H -5.12 -4.16 0.83  0.093
H -5.34 -4.20 -1.68  0.078
H -3.57 -3.07 -3.02  0.098

Results
HOMO	-2.204	eV
orbital gap	6.083	eV
E_LUMO	0.1426	hartree
energy relative to the best compared isomer or geometry (same formula, charge and spin)	28.2	kcal/mol
total charge	-2

***

(6)
Formula: C40H33I2N4O3PRuSe
Source: the Open Molecules 2025 dataset
Level of theory: the ωB97M-V functional and the def2-TZVPD basis

Each line ends with the Löwdin charge.
Element x y z (Å)
Ru -0.02 0.91 0.71  0.395
C -0.10 -4.37 6.48  0.017
O -0.31 -5.46 5.55  0.015
C -1.04 -5.31 4.48  -0.215
C -1.19 -6.46 3.66  0.051
C -1.93 -6.38 2.53  0.052
C -2.54 -5.14 2.15  -0.241
C -2.44 -4.01 3.02  0.056
C -1.69 -4.08 4.15  0.040
N -3.13 -5.13 0.96  0.161
N -3.74 -4.10 0.53  0.148
C -3.31 -2.99 0.06  -0.174
C -4.27 -1.91 -0.11  0.052
C -3.88 -0.62 -0.07  0.062
C -2.47 -0.31 0.11  -0.322
O -2.05 0.83 0.32  -0.103
C -1.49 -1.39 -0.02  -0.193
N -0.20 -0.99 0.00  -0.054
C 0.74 -1.90 -0.23  -0.081
C 0.43 -3.24 -0.44  0.007
C -0.88 -3.67 -0.36  0.029
C -1.87 -2.71 -0.14  -0.073
H 0.57 -4.77 7.23  0.111
H -1.05 -4.09 6.94  0.113
H 0.36 -3.53 5.97  0.095
H -0.71 -7.37 3.98  0.142
H -2.07 -7.23 1.88  0.139
H -2.96 -3.09 2.79  0.126
H -1.60 -3.22 4.79  0.122
H -5.32 -2.19 -0.16  0.138
H -4.58 0.20 -0.10  0.141
H 1.76 -1.56 -0.22  0.104
H 1.23 -3.94 -0.63  0.127
H -1.13 -4.72 -0.49  0.128
I 2.62 1.15 1.20  1.048
C 2.32 3.24 1.42  -0.973
I 0.21 3.47 1.63  1.004
H 2.66 3.75 0.53  -0.041
H 2.82 3.58 2.32  -0.014
Se -0.74 -0.05 2.88  0.650
C 0.89 -0.40 3.82  -0.708
C 1.41 0.52 4.72  -0.138
C 2.63 0.24 5.33  -0.137
N 3.33 -0.87 5.11  0.069
C 2.82 -1.75 4.26  -0.159
C 1.61 -1.57 3.60  -0.173
H 0.88 1.43 4.95  0.100
H 3.05 0.94 6.04  0.114
H 3.40 -2.65 4.09  0.108
H 1.24 -2.32 2.91  0.082
O 0.44 1.73 -1.20  -0.526
P 0.54 2.47 -2.51  0.803
C -1.01 3.25 -2.94  -0.286
C -1.30 3.58 -4.27  -0.062
C -2.49 4.22 -4.58  -0.056
C -3.39 4.54 -3.57  -0.057
C -3.11 4.21 -2.25  -0.062
C -1.92 3.56 -1.94  -0.081
C 0.99 1.36 -3.84  -0.282
C 1.85 1.75 -4.86  -0.069
C 2.13 0.86 -5.90  -0.054
C 1.55 -0.40 -5.91  -0.057
C 0.70 -0.79 -4.88  -0.068
C 0.42 0.09 -3.85  -0.076
C 1.80 3.75 -2.41  -0.288
C 3.11 3.34 -2.15  -0.113
C 4.11 4.29 -2.00  -0.068
C 3.81 5.64 -2.10  -0.055
C 2.51 6.05 -2.36  -0.053
C 1.50 5.10 -2.52  -0.053
H -0.60 3.33 -5.06  0.112
H -2.71 4.48 -5.61  0.115
H -4.32 5.04 -3.81  0.114
H -3.82 4.45 -1.47  0.111
H -1.70 3.30 -0.91  0.055
H 2.30 2.73 -4.86  0.113
H 2.79 1.16 -6.70  0.116
H 1.77 -1.08 -6.72  0.114
H 0.25 -1.77 -4.90  0.107
H -0.25 -0.21 -3.05  0.097
H 3.35 2.29 -2.08  0.107
H 5.13 3.98 -1.81  0.115
H 4.59 6.38 -1.99  0.116
H 2.27 7.10 -2.45  0.115
H 0.49 5.42 -2.72  0.111

Results
HOMO (alpha / beta)	-12.053 / -12.054	eV
orbital gap (alpha / beta)	4.477 / 4.479	eV
E_LUMO (alpha / beta)	-0.2784 / -0.2784	hartree
energy relative to the best compared isomer or geometry (same formula, charge and spin)	2.0	kcal/mol
total charge	+2

***

(7)
Formula: CH15O7Pd
Source: the Open Molecules 2025 dataset
Level of theory: the ωB97M-V functional and the def2-TZVPD basis

Each line ends with the Mulliken spin population.
Element x y z (Å)
Pd 3.23 -0.31 -0.70  1.009
C -0.27 0.15 -0.30  0.001
O 1.07 -0.06 -0.07  0.795
H -0.67 1.15 -0.11  0.020
H -0.58 -0.20 -1.29  0.028
H -0.91 -0.45 0.36  0.092
O -3.17 -0.32 2.64  0.001
H -3.59 0.11 1.88  0.000
H -2.24 -0.09 2.58  0.001
O 1.19 -0.68 2.82  0.016
H 0.73 -1.53 2.83  -0.002
H 1.17 -0.40 1.90  0.001
O 1.04 3.59 -0.66  0.000
H 0.42 2.90 -0.91  0.000
H 0.94 3.68 0.30  0.000
O -0.66 -2.99 -0.82  0.000
H -0.07 -2.23 -0.73  -0.003
H -1.40 -2.82 -0.22  0.000
O 3.45 1.86 -0.26  0.037
H 2.66 2.42 -0.39  0.000
H 4.17 2.48 -0.05  0.002
O -2.04 -2.22 -3.27  0.000
H -2.94 -1.92 -3.07  0.000
H -1.55 -2.13 -2.44  0.000

Results
multiplicity	3
HOMO (alpha / beta)	-13.822 / -13.820	eV
orbital gap (alpha / beta)	8.455 / 5.849	eV
E_LUMO (alpha / beta)	-0.1972 / -0.2930	hartree
energy relative to the best compared isomer or geometry (same formula, charge and spin)	28.4	kcal/mol
total charge	+1

***

(8)
Formula: C18H44IN4
Source: the Open Molecules 2025 dataset
Level of theory: the ωB97M-V functional and the def2-TZVPD basis

Each line ends with the natural charge from an NBO analysis.
Element x y z (Å)
N -1.01 2.10 -2.21  -0.869
C -0.50 0.77 -1.70  -0.240
C 1.14 0.58 -1.98  -0.445
C 1.57 -0.74 -1.04  -0.229
N 1.56 -0.40 0.44  -0.854
C 2.68 0.55 0.80  -0.246
C 2.04 2.00 1.27  -0.470
C 2.70 3.31 0.53  -0.509
I 4.76 3.72 1.28  -0.006
H -0.36 2.88 -1.92  0.350
H -1.88 2.28 -1.64  0.338
H -1.06 -0.17 -2.13  0.174
H -0.64 0.78 -0.52  0.203
H 1.68 1.55 -1.61  0.180
H 1.38 0.41 -3.12  0.175
H 2.59 -1.22 -1.37  0.139
H 0.66 -1.51 -1.19  0.165
H 3.28 0.09 1.72  0.151
H 3.45 0.75 -0.06  0.142
H 2.28 2.10 2.44  0.192
H 0.86 1.96 1.19  0.235
H 2.79 3.19 -0.65  0.221
H 2.00 4.26 0.68  0.213
C 0.40 0.13 4.15  -0.625
C 1.37 0.42 5.30  -0.219
N 0.91 1.45 6.22  -0.452
C 1.96 1.92 7.14  -0.206
C 2.51 0.91 8.14  -0.634
C -0.40 1.24 6.83  -0.216
C -0.61 -0.04 7.64  -0.636
H 0.16 1.04 3.60  0.217
H 0.85 -0.58 3.45  0.254
H -0.53 -0.32 4.51  0.185
H 2.31 0.74 4.84  0.204
H 1.58 -0.53 5.81  0.150
H 1.60 2.80 7.68  0.183
H 2.79 2.29 6.53  0.194
H 1.81 0.73 8.96  0.193
H 3.43 1.32 8.59  0.203
H 2.77 -0.04 7.68  0.208
H -1.16 1.27 6.04  0.197
H -0.66 2.10 7.46  0.187
H -0.21 -0.92 7.14  0.209
H -1.69 -0.20 7.79  0.204
H -0.17 0.04 8.63  0.194
C -2.39 0.46 -5.94  -0.618
C -2.99 -0.87 -6.37  -0.213
N -2.00 -1.87 -6.78  -0.456
C -2.59 -3.03 -7.45  -0.204
C -3.51 -3.92 -6.64  -0.634
C -0.95 -2.18 -5.81  -0.221
C -1.38 -2.69 -4.44  -0.640
H -1.74 0.88 -6.72  0.205
H -3.19 1.19 -5.74  0.209
H -1.80 0.37 -5.02  0.225
H -3.65 -0.66 -7.21  0.186
H -3.62 -1.24 -5.56  0.157
H -1.79 -3.64 -7.88  0.188
H -3.15 -2.66 -8.33  0.182
H -2.96 -4.55 -5.94  0.203
H -4.05 -4.60 -7.31  0.202
H -4.26 -3.35 -6.08  0.205
H -0.34 -1.27 -5.66  0.202
H -0.24 -2.89 -6.25  0.191
H -2.21 -2.12 -4.02  0.206
H -0.54 -2.61 -3.74  0.230
H -1.66 -3.74 -4.47  0.192

Results
HOMO	-1.950	eV
orbital gap	4.473	eV
E_LUMO	0.0927	hartree
total charge	-1